[1]
Formula: C18H29CaN4O7S2
Source: the OMol25 dataset
Level of theory: the ωB97M-V functional and the def2-TZVPD basis

Geometry (Å):
Ca (0.076, -0.072, -0.094)
C (1.091, 3.053, -1.141)
C (0.386, 2.509, -2.349)
O (0.462, 1.047, -2.398)
C (1.452, 0.375, -3.217)
C (2.643, -0.008, -2.410)
O (2.283, -0.558, -1.105)
C (3.426, -0.497, -0.231)
C (3.052, -0.502, 1.221)
O (1.908, 0.368, 1.473)
C (2.328, 1.750, 1.599)
C (1.207, 2.709, 1.272)
O (0.543, 2.393, 0.021)
H (0.893, 4.145, -1.071)
H (2.186, 2.908, -1.208)
H (0.848, 2.947, -3.237)
H (-0.691, 2.732, -2.287)
H (1.797, 1.033, -4.022)
H (0.943, -0.491, -3.669)
H (3.287, 0.892, -2.291)
H (3.215, -0.747, -2.972)
H (4.065, 0.401, -0.443)
H (4.061, -1.364, -0.427)
H (3.883, -0.205, 1.857)
H (2.769, -1.497, 1.592)
H (3.202, 1.938, 0.962)
H (2.653, 1.914, 2.640)
H (1.643, 3.704, 1.188)
H (0.438, 2.725, 2.052)
N (0.135, -1.785, 3.416)
C (0.255, -2.644, 2.360)
N (-0.044, -2.303, 1.105)
C (-0.101, -3.448, 0.291)
C (0.313, -4.605, 0.951)
S (0.655, -4.337, 2.612)
C (-0.604, -3.321, -1.034)
C (-0.666, -4.243, -2.092)
S (-1.312, -3.591, -3.524)
C (-1.684, -2.108, -2.589)
N (-1.171, -2.075, -1.354)
N (-2.417, -1.090, -3.086)
H (0.255, -0.803, 3.196)
H (0.408, -2.067, 4.339)
H (0.320, -5.622, 0.534)
H (-0.361, -5.292, -2.045)
H (-2.832, -1.129, -4.023)
H (-2.449, -0.267, -2.467)
C (-3.024, 2.512, 2.168)
C (-2.934, 1.145, 1.499)
C (-3.980, 0.194, 2.051)
O (-1.568, 0.585, 1.559)
C (-3.171, 1.334, -0.041)
O (-4.276, 1.848, -0.232)
O (-2.216, 0.989, -0.788)
H (-2.833, 2.481, 3.254)
H (-4.078, 2.845, 2.028)
H (-2.360, 3.226, 1.712)
H (-3.877, 0.096, 3.129)
H (-3.912, -0.791, 1.581)
H (-4.978, 0.640, 1.827)
H (-1.543, 0.025, 2.358)

For the LUMO energy, the calculation gives -2.282 eV. As for the total energy: -2922.9247 Eh. Its charge is +1. For the frontier orbital gap, the calculation gives 7.87 eV.

***

[2]
Formula: C18H29F3MgN4O4PS3
Source: the OMol25 dataset
Level of theory: the ωB97M-V functional and the def2-TZVPD basis

Geometry (Å):
Mg (0.067, 0.582, 0.141)
F (4.487, -1.290, 2.588)
C (4.102, -0.243, 3.332)
F (4.555, -0.487, 4.588)
F (4.776, 0.831, 2.896)
C (2.608, -0.041, 3.319)
C (1.904, -0.187, 4.493)
C (0.520, -0.036, 4.517)
C (-0.096, 0.250, 3.322)
N (0.567, 0.398, 2.177)
C (1.921, 0.259, 2.116)
S (2.626, 0.434, 0.546)
H (2.438, -0.428, 5.401)
H (-0.051, -0.153, 5.426)
H (-1.173, 0.355, 3.250)
N (0.256, 0.020, -1.936)
C (0.532, 1.171, -2.824)
C (-0.497, 2.289, -2.659)
C (-0.410, 3.090, -1.351)
O (-0.423, 4.312, -1.415)
O (-0.345, 2.385, -0.278)
H (1.012, -0.658, -1.939)
H (-0.565, -0.501, -2.231)
H (0.560, 0.854, -3.868)
H (1.528, 1.542, -2.573)
H (-1.501, 1.852, -2.725)
H (-0.398, 2.994, -3.484)
C (-5.322, 0.759, -0.352)
N (-4.409, -0.315, 0.011)
C (-4.807, -1.710, -0.182)
C (-3.145, -0.061, 0.272)
N (-2.011, 0.071, 0.427)
H (-6.228, 0.694, 0.253)
H (-5.591, 0.687, -1.408)
H (-4.843, 1.717, -0.171)
H (-5.646, -1.949, 0.471)
H (-3.964, -2.358, 0.050)
H (-5.094, -1.877, -1.222)
C (1.183, -4.011, 2.917)
C (0.203, -5.138, 2.643)
C (0.889, -6.489, 2.537)
O (-0.667, -4.960, 1.503)
P (-0.341, -4.307, 0.072)
S (-1.682, -4.944, -1.202)
S (-0.146, -2.348, 0.244)
O (1.111, -4.971, -0.162)
C (2.121, -4.584, -1.122)
C (1.552, -4.072, -2.431)
C (3.103, -3.624, -0.480)
H (1.693, -4.234, 3.859)
H (0.683, -3.049, 3.002)
H (1.934, -3.922, 2.131)
H (-0.502, -5.177, 3.476)
H (1.606, -6.489, 1.716)
H (0.154, -7.273, 2.353)
H (1.415, -6.706, 3.471)
H (2.631, -5.529, -1.325)
H (1.021, -3.129, -2.289)
H (0.854, -4.785, -2.866)
H (2.381, -3.905, -3.123)
H (2.622, -2.685, -0.206)
H (3.915, -3.408, -1.180)
H (3.539, -4.065, 0.419)

For the LUMO energy, the calculation gives 2.265 eV. As for the total energy: -3259.2553 Eh. Its charge is -1. For the frontier orbital gap, the calculation gives 6.84 eV.

***

[3]
Formula: C18H29N2O2OsP2S
Source: the OMol25 dataset
Level of theory: the ωB97M-V functional and the def2-TZVPD basis

Geometry (Å):
C (-0.810, 3.884, -1.435)
C (-0.959, 2.537, -1.006)
N (0.024, 1.999, -0.159)
C (0.893, 2.819, 0.468)
C (0.906, 4.191, 0.205)
C (0.062, 4.735, -0.775)
C (-2.012, 1.700, -1.381)
P (-2.073, 0.039, -0.577)
Os (0.039, -0.124, 0.268)
P (2.004, 0.468, 1.205)
C (1.809, 2.265, 1.521)
C (0.081, -2.154, 0.610)
C (-1.024, -2.775, 1.216)
C (-1.055, -4.165, 1.343)
C (0.018, -4.934, 0.903)
C (1.114, -4.331, 0.287)
C (1.165, -2.937, 0.150)
O (-0.620, 0.698, -4.483)
O (0.325, -1.509, -2.755)
H (-1.423, 4.155, -2.303)
H (1.475, 4.875, 0.826)
H (0.031, 5.812, -1.029)
C (-3.456, 0.498, 0.547)
C (-2.767, -1.304, -1.614)
H (2.779, 2.763, 1.565)
H (1.355, 2.379, 2.507)
H (-1.302, 0.985, -3.820)
H (-2.784, 2.081, -2.052)
C (2.540, -0.290, 2.792)
C (3.582, 0.438, 0.201)
H (-1.873, -2.163, 1.552)
H (-1.929, -4.611, 1.820)
H (-0.017, -6.012, 1.013)
H (1.965, -4.927, -0.042)
H (2.018, -2.440, -0.333)
H (0.558, -0.554, -1.213)
H (0.696, -2.324, -3.139)
H (0.077, -1.069, -3.596)
H (0.059, 1.376, -4.744)
H (1.381, -0.179, -0.951)
H (-4.281, 0.825, -0.105)
H (-3.737, -0.347, 1.188)
H (-3.118, 1.360, 1.141)
H (-3.636, -0.921, -2.170)
H (-1.992, -1.665, -2.311)
H (-3.085, -2.129, -0.954)
H (4.429, 0.970, 0.692)
H (3.893, -0.607, -0.003)
H (3.342, 0.931, -0.761)
H (3.545, 0.094, 3.053)
H (1.837, -0.034, 3.608)
H (2.587, -1.392, 2.683)
S (-0.878, 0.597, 4.880)
C (-0.867, 0.327, 3.324)
N (-0.894, 0.097, 2.142)

Its expectation value of S² is 6.059. For the LUMO energy (alpha / beta), the calculation gives -2.501 / -6.214 eV. As for the total energy: -2134.4706 Eh. As for the spin multiplicity: 5. Its charge is +1. For the frontier orbital gap (alpha / beta), the calculation gives 4.84 / 5.09 eV.

***

[4]
Formula: C18H29N2O3
Source: the OMol25 dataset
Level of theory: the ωB97M-V functional and the def2-TZVPD basis

Geometry (Å):
C (0.866, 1.738, 2.406)
C (2.053, 1.445, 2.906)
C (2.432, 0.162, 3.581)
C (1.363, -0.891, 3.536)
C (0.604, -1.206, 4.650)
C (-0.379, -2.181, 4.593)
C (-0.607, -2.851, 3.407)
C (0.137, -2.549, 2.276)
C (1.119, -1.573, 2.336)
O (1.920, -1.186, 1.280)
C (1.762, -1.785, 0.021)
C (0.609, -1.111, -0.739)
O (0.839, 0.294, -0.751)
H (1.223, 0.522, 0.114)
C (0.520, -1.664, -2.173)
N (-0.475, -1.106, -3.053)
C (-0.124, -0.158, -4.064)
C (-0.210, 1.315, -3.577)
N (-1.030, 1.379, -2.348)
H (-0.426, 0.965, -1.588)
C (-1.358, 2.768, -1.956)
H (-0.631, 3.453, -2.396)
H (-2.350, 3.015, -2.339)
C (-1.321, 2.932, -0.437)
H (-1.684, 3.935, -0.186)
O (-2.125, 1.931, 0.145)
H (-2.227, 2.104, 1.087)
H (-0.283, 2.837, -0.088)
C (-2.237, 0.535, -2.479)
C (-1.837, -0.955, -2.607)
H (-2.510, -1.431, -3.332)
H (-1.965, -1.470, -1.657)
H (-2.860, 0.691, -1.599)
H (-2.780, 0.866, -3.367)
H (0.781, 1.703, -3.338)
H (-0.664, 1.943, -4.345)
H (-0.818, -0.299, -4.900)
H (0.880, -0.365, -4.432)
H (0.331, -2.741, -2.080)
H (1.491, -1.537, -2.653)
H (-0.331, -1.299, -0.196)
H (1.615, -2.867, 0.086)
H (2.701, -1.590, -0.508)
H (-0.059, -3.094, 1.365)
H (-1.365, -3.617, 3.350)
H (-0.959, -2.417, 5.471)
H (0.790, -0.683, 5.575)
H (3.337, -0.221, 3.101)
H (2.684, 0.388, 4.620)
H (2.852, 2.174, 2.857)
H (0.670, 2.705, 1.970)
H (0.038, 1.049, 2.456)

For the LUMO energy, the calculation gives -2.032 eV. As for the total energy: -1038.2539 Eh. As for the SMILES: C=CCc1ccccc1OC[C@@H](O)CN1CC[NH+](CCO)CC1. Its charge is +1. For the frontier orbital gap, the calculation gives 9.06 eV.